1.
Entry from the OMol25 dataset: an isolated molecule of C22H32N4O4S at a distorted geometry (ωB97M-V/def2-TZVPD).

SMILES string: CCN(CC)S(=O)(=O)c1ccc(N2CCN(CCOc3ccc(OC)cc3)CC2)nc1

Geometry as ORCA input:
```
! wB97M-V def2-TZVPD RIJCOSX def2/J DEFGRID3
* xyz 0 1
H 0.3864 -4.0676 -4.5264
H 2.1540 -1.6831 -5.3313
O -1.4309 -2.7991 2.9420
O 2.2294 -2.8307 -0.6777
C 2.5101 -2.8432 -3.5305
N -1.4737 4.3737 1.5168
C -0.1798 1.6787 -0.9643
C 2.6771 -1.5848 -4.3838
H -1.0035 5.1475 3.3724
N -1.1263 0.7282 -1.0115
H -1.9469 3.6581 3.3645
H -1.5777 -2.5526 -4.8701
H 1.9340 2.1391 -1.1587
C -0.6808 -2.1907 -4.3734
H 0.2108 -4.0474 2.7032
H 2.7489 -3.7282 -4.1326
H -3.3414 3.5412 1.0983
C 0.5501 -0.9296 -1.2717
H -0.6178 -3.9009 -3.0708
H -2.5646 2.3616 -0.9868
H -1.5597 -1.2626 -1.1340
H -1.0357 5.6520 -0.0437
C 0.0295 1.0708 2.5880
H 2.2916 -0.7135 -3.8601
N 1.2047 -3.0136 -2.9499
H -0.9730 -1.4771 -3.6074
H 0.1950 5.5612 1.2138
C -0.5039 4.9647 0.6259
C 0.2924 3.9528 -0.2202
C -0.7976 -3.8916 2.3074
C -1.5421 -0.5213 3.4483
H -2.4171 -0.7536 4.0347
C 0.2556 -1.2752 2.0515
O -0.1568 -3.4122 -0.8934
H 0.1965 3.0862 4.2499
O 0.5401 2.3245 2.3564
C 0.7053 0.0270 1.9652
C -0.8892 -1.5626 2.7903
H 2.5750 -0.2574 -1.3807
H 0.8016 -2.0490 1.5358
H 1.0582 4.0958 3.0703
H 1.0301 3.4555 0.4146
H -1.6282 1.5585 3.8778
C -1.1033 4.1654 2.8932
C 1.5428 0.0439 -1.2843
H 3.7324 -1.4284 -4.5938
H -0.0649 -1.6783 -5.1066
H -1.4144 -4.7578 2.5419
C -2.2810 3.3139 0.9232
C -1.0945 0.7823 3.3515
C 1.1869 1.3633 -1.1410
H 3.1964 -2.8123 -2.6825
C 0.2176 3.4057 3.2004
H 1.5975 0.2530 1.4038
H 0.8159 4.4891 -1.0229
S 0.9740 -2.6529 -1.3537
C -2.0096 3.2013 -0.5722
H -2.0618 2.3376 1.3730
C 0.0593 -3.3730 -3.7459
H -0.7439 -3.7617 1.2232
H -2.2907 4.1194 -1.0939
N -0.6000 2.9516 -0.7804
C -0.7654 -0.5290 -1.1470
*
```

Results of the Mulliken charge analysis, in e, for atoms 1 through 5:
1 H 0.380
2 H 0.302
3 O -0.489
4 O -0.784
5 C -0.508

2.
Entry from the OMol25 dataset: a structure of composition C46H59As3IrN3P2 at a distorted geometry (ωB97M-V/def2-TZVPD).

Geometry as ORCA input:
```
! wB97M-V def2-TZVPD RIJCOSX def2/J DEFGRID3
* xyz 2 1
C 0.1600 -3.8938 -5.2450
H 3.2266 -1.8279 -3.0809
C 2.6872 0.0830 -2.6176
H -5.8221 0.3662 -3.9083
H -1.0260 -0.4561 4.8692
H 4.4064 -0.0130 -3.8976
H 4.0176 1.2897 -0.4033
C 2.0806 2.1882 -1.9050
C 0.6536 -2.5950 -5.2162
C -0.8963 3.0019 -2.3323
C 2.7027 -3.0239 -0.0824
H 5.2619 3.2452 0.4048
H 1.7822 -1.7028 -2.1640
C 3.0335 1.2504 2.8484
H -5.1688 6.3356 0.4204
H 0.5897 -0.7006 -4.2467
H -0.7816 2.3597 -3.1956
C 3.2625 -1.8107 0.3317
H -1.9411 -3.7634 -2.6054
H -2.3530 -4.1054 0.9199
H -0.1091 5.6593 3.1283
H -0.3274 -3.8258 2.7052
H -1.1003 7.1135 -0.0516
H -0.1043 3.7437 -2.3184
C -2.0174 0.6418 -4.4236
C -0.7716 -4.2992 -4.3009
C -0.6868 -2.1295 -3.2630
C 3.7441 2.3549 3.2972
H 5.5489 -4.7647 -0.6421
H -2.8678 3.6168 1.6949
C 3.0895 2.8015 -2.5898
H -3.0580 2.3121 4.5003
H 6.5366 -2.6298 0.1138
H -3.1126 -0.9467 -0.5917
C -4.2529 1.1089 -5.1640
C 3.9182 1.5953 0.6306
C 3.9440 2.0024 -3.3541
C -2.4423 -1.7193 -0.9810
H 1.4707 2.7751 -1.2576
H 5.0882 -0.7514 0.7551
As -2.9015 6.1645 1.5336
H 5.0908 3.9360 2.7726
C 4.6274 2.6944 1.0865
P 2.1343 -0.5014 0.8710
C -0.3685 2.9057 2.9861
As -0.9219 2.0143 -0.6582
C 3.5248 -4.0814 -0.4294
C 5.4623 -2.7390 0.0506
H -3.2254 2.7949 -0.1702
C -0.5582 -3.1563 1.8923
C -2.1997 4.3711 2.1009
H 0.8794 -0.5184 2.9182
H 1.8788 -1.9788 2.7918
H -1.8598 3.5115 -2.3945
H -3.7696 2.0469 2.8994
H 0.4410 0.5315 4.7033
C -2.8792 1.1970 -5.3525
H 1.6248 -3.1472 -0.1286
Ir 0.2840 -0.0596 -0.6512
C -2.0553 6.6120 -0.1908
As -1.3296 1.1829 2.9631
C -2.8189 1.8033 -0.3613
H -2.4807 1.6863 -6.2308
C -4.5575 5.4872 0.7245
C 0.1845 5.1706 2.1975
H -3.5490 0.6863 4.0064
C -0.6494 0.5507 4.6901
H 0.6883 2.6385 2.8659
C -4.7537 0.4560 -4.0506
C -1.5787 -2.2351 0.1118
H 2.4465 0.6783 3.5547
H -4.3161 -0.6075 -2.2616
H -0.9855 1.2068 5.4924
C -3.8901 -0.0987 -3.1143
H 3.6893 2.6394 4.3393
H 0.1239 5.9069 1.3973
C 3.7526 0.6527 -3.3505
C 4.9076 -3.9373 -0.3705
H -2.9987 1.1542 0.4926
H 3.2194 3.8706 -2.5096
C 0.2327 -1.7192 -4.2305
H -3.0664 -2.4853 -1.4395
H -0.9528 0.6878 -4.6091
H -0.8433 4.3589 -0.1434
H -4.9290 1.5365 -5.8918
C -0.3999 3.5709 0.4666
H 1.2260 4.8567 2.2949
C -0.7274 3.9577 1.9286
H -3.2836 1.3955 -1.2568
H -1.1737 -5.3025 -4.3289
C 4.5335 3.0796 2.4179
C -1.2043 -3.4184 -3.3188
C 4.6427 -1.6754 0.4099
C 1.2337 -1.2942 2.2403
H -5.1233 4.9106 1.4559
C -3.1156 1.6240 3.6567
C -1.6241 -3.3115 0.9391
H 3.0892 -5.0214 -0.7411
H -2.7364 7.3299 -0.6502
H 1.3558 -2.2601 -5.9689
N 2.5698 -1.2484 -2.5885
C 0.0839 -1.9924 1.6072
P -1.3538 -0.8620 -2.1587
C 3.1066 0.8702 1.5078
H -2.3944 4.3949 3.1760
H 4.7562 2.4392 -3.9194
H -4.3589 4.8707 -0.1544
N 1.8097 0.8604 -1.9355
N -0.4982 -1.4372 0.4664
H -0.4697 3.3553 3.9773
H 0.6809 3.6519 0.3330
C -2.5102 0.0041 -3.2819
H 0.4904 -4.5826 -6.0105
H -1.9436 5.7829 -0.8897
*
```

Results of the Mulliken charge analysis, in e, for atoms 1 through 5:
1 C -0.786
2 H 0.292
3 C 0.636
4 H 0.469
5 H 0.434

3.
Entry from the OMol25 dataset: an isolated molecule of C18H19FN4O2 at a distorted geometry (ωB97M-V/def2-TZVPD).

SMILES string: [H]/N=c1\n(CCCOc2ccc(F)cc2)c2ccccc2n1CC(N)=O

Geometry as ORCA input:
```
! wB97M-V def2-TZVPD RIJCOSX def2/J DEFGRID3
* xyz 0 1
H -0.9375 -2.1813 0.1368
C -0.2844 0.5631 1.5618
H 1.9451 -1.9561 -2.9232
H 2.7035 -0.1736 -1.7550
H 3.8919 1.1824 -0.2784
C 2.2911 -0.8717 -1.0876
N 0.1499 0.1846 2.7302
N -0.0365 1.5184 0.6456
C -3.1940 1.1151 -2.0080
C -2.3138 -0.7789 1.8453
H -1.7237 -1.2604 2.5023
H -0.4316 3.1562 -1.8203
H 1.3608 2.2971 1.7326
C -1.0614 1.6243 -0.4608
N -1.6470 -2.6872 0.2989
F 0.9411 -3.9402 -1.9998
H -1.9939 -3.3680 -0.1763
H 0.9928 -3.8215 0.9977
H -3.2982 -0.5267 2.4300
O 2.6842 0.2253 1.1117
C 1.3826 -2.9737 -0.9897
H -2.2798 2.8425 -3.1848
C 1.3613 -3.0146 0.1884
C 2.1448 2.4302 -0.1368
H 1.8533 -1.7223 2.0701
C -1.9083 0.5718 -0.1226
H -3.8059 -0.4339 -0.7192
C -2.7138 -2.1877 1.0117
C 3.2201 1.4260 0.2600
H 2.5847 3.4176 -0.4630
C -3.0134 0.2155 -1.0878
H 0.9090 0.5154 2.9203
C 2.3611 -0.9421 0.2742
C 0.9077 2.7404 0.8377
C 1.7442 -1.7927 1.0934
H 0.4244 3.6317 0.5714
O -3.8608 -2.6910 1.2147
H -3.9902 0.9354 -2.7581
N -1.4274 0.0744 1.0476
H 1.7503 1.8810 -1.0217
C 1.9712 -1.8345 -1.8997
C -2.2901 2.0596 -2.1590
C -1.1393 2.4252 -1.6040
H 3.7758 2.1249 1.1733
*
```

Results of the Mulliken charge analysis, in e, for atoms 1 through 5:
1 H 0.212
2 C 0.737
3 H 0.615
4 H 0.407
5 H 0.994

Orbital gap, respectively: 8.39, 5.98, 8.27 eV.
Energy relative to the best compared isomer or geometry (same formula, charge and spin), respectively: 80.0, 0.0, 0.0 kcal per mole.